1.
Molecular formula: CH2F2N2O
Method: DFT, wB97M-V/def2-TZVPD

Bonds (Å) are listed after each position.
Cartesian coordinates (Å):
1 C 1.214 0.815 0.035  N2 1.351, N3 1.639, O4 1.194
2 N 0.050 0.248 0.423  C1 1.351, H7 0.958, H8 1.048
3 N 2.367 -0.255 0.492  C1 1.639, F5 1.461, F6 1.275
4 O 1.504 1.919 -0.319  C1 1.194
5 F 2.097 -1.418 -0.349  N3 1.461
6 F 3.451 0.241 0.039  N3 1.275
7 H 0.156 -0.683 0.624  N2 0.958
8 H -0.877 0.647 0.141  N2 1.048

E_tot: -11528.2724 eV
SMILES string: NC(=O)N(F)F
Molecular weight: 96.0 g mol⁻¹
Highest occupied orbital energy: -10.468 eV
LUMO energy: 0.727 eV
Energy relative to the best compared isomer or geometry (same formula, charge and spin): 40.4 kcal per mole
Net charge: 0

2.
Molecular formula: CH2F2NO2S
Method: DFT, wB97M-V/def2-TZVPD

Bonds (Å) are listed after each position.
Cartesian coordinates (Å):
1 C 0.282 0.642 -0.285  N2 1.531, F5 1.376, F6 1.376, H8 1.099
2 N -0.313 -0.182 0.860  C1 1.531, S7 1.961, H9 0.970
3 O -1.442 -1.287 -1.326  S7 1.457
4 O -0.451 -2.875 0.302  S7 1.508
5 F -0.076 1.959 -0.108  C1 1.376
6 F 1.643 0.837 -0.336  C1 1.376
7 S -1.326 -1.667 0.077  N2 1.961, O3 1.457, O4 1.508
8 H -0.399 0.406 -1.114  C1 1.099
9 H 0.315 -0.673 1.414  N2 0.970

E_tot: -22925.4589 eV
Molecular weight: 130.1 g mol⁻¹
Highest occupied orbital energy: -4.133 eV
LUMO energy: 4.101 eV
Energy relative to the best compared isomer or geometry (same formula, charge and spin): 13.7 kcal per mole
Net charge: -1

3.
Molecular formula: CH2F2O2PS
Method: DFT, wB97M-V/def2-TZVPD

Bonds (Å) are listed after each position.
Cartesian coordinates (Å):
1 C -0.112 -0.933 0.125  F4 1.332, F5 1.393, P6 1.897, S7 2.185
2 O -2.042 1.125 -0.725  S7 1.448
3 O 0.000 1.823 0.442  S7 1.498
4 F -0.719 -1.654 -0.817  C1 1.332
5 F -0.515 -1.657 1.245  C1 1.393
6 P 1.743 -0.576 -0.048  C1 1.897, H8 1.406, H9 1.414
7 S -1.204 0.933 0.441  C1 2.185, O2 1.448, O3 1.498
8 H 1.510 0.709 0.474  P6 1.406
9 H 1.340 0.230 -1.138  P6 1.414

E_tot: -30723.0775 eV
Molecular weight: 147.1 g mol⁻¹
Highest occupied orbital energy: -3.342 eV
LUMO energy: 4.085 eV
Energy relative to the best compared isomer or geometry (same formula, charge and spin): 102.9 kcal per mole
Net charge: -1

4.
Molecular formula: CH2F3N2
Method: DFT, wB97M-V/def2-TZVPD

Bonds (Å) are listed after each position.
Cartesian coordinates (Å):
1 C -0.355 -0.341 0.359  N3 1.299, F4 1.235
2 N 1.870 -0.325 -0.704  H7 1.029, H8 1.000
3 N -1.072 0.676 0.732  C1 1.299, F5 1.331, F6 1.253
4 F -0.862 -1.454 0.535  C1 1.235
5 F -2.348 0.412 1.004  N3 1.331
6 F -0.882 1.882 0.452  N3 1.253
7 H 1.748 0.434 -1.389  N2 1.029
8 H 1.901 -1.283 -0.988  N2 1.000

E_tot: -12183.9169 eV
Molecular weight: 99.0 g mol⁻¹
Highest occupied orbital energy (spin up / spin down): -17.114 / -17.113 eV
LUMO energy (spin up / spin down): -8.591 / -8.591 eV
Energy relative to the best compared isomer or geometry (same formula, charge and spin): 125.7 kcal per mole
Net charge: +1

5.
Molecular formula: CH2F3N3
Method: DFT, wB97M-V/def2-TZVPD

Bonds (Å) are listed after each position.
Cartesian coordinates (Å):
1 C -0.202 -0.209 0.504  N2 1.188, N4 1.291
2 N -0.885 0.132 1.414  C1 1.188, H8 1.012
3 N 1.148 1.209 -0.545  F5 1.405, H9 0.991
4 N 0.180 -1.279 -0.109  C1 1.291, F6 1.334, F7 1.521
5 F 0.346 2.362 -0.542  N3 1.405
6 F 0.428 -1.298 -1.419  N4 1.334
7 F -0.528 -2.581 0.236  N4 1.521
8 H -1.466 0.785 1.925  N2 1.012
9 H 0.978 0.879 -1.464  N3 0.991

E_tot: -13682.0463 eV
Molecular weight: 113.0 g mol⁻¹
Highest occupied orbital energy (spin up / spin down): -8.861 / -9.780 eV
LUMO energy (spin up / spin down): -0.961 / -0.981 eV
Energy relative to the best compared isomer or geometry (same formula, charge and spin): 244.3 kcal per mole
Net charge: 0

6.
Molecular formula: CH2F3N3
Method: DFT, wB97M-V/def2-TZVPD

Bonds (Å) are listed after each position.
Cartesian coordinates (Å):
1 C -0.439 -0.753 -0.761  N2 1.223, N4 1.551, F7 1.266
2 N -1.331 -1.465 -0.324  C1 1.223, H8 1.050
3 N 0.799 0.596 1.397  N4 1.368, F5 1.369, H9 1.062
4 N 0.404 0.167 0.160  C1 1.551, N3 1.368, F6 1.556
5 F 0.073 1.701 1.755  N3 1.369
6 F 0.737 1.326 -0.823  N4 1.556
7 F 0.036 -0.518 -1.911  C1 1.266
8 H -2.078 -2.003 -0.830  N2 1.050
9 H 1.799 0.948 1.338  N3 1.062

E_tot: -13685.6480 eV
SMILES string: [H]/N=C(\F)N(F)NF
Molecular weight: 113.0 g mol⁻¹
Highest occupied orbital energy: -10.456 eV
LUMO energy: 0.882 eV
Energy relative to the best compared isomer or geometry (same formula, charge and spin): 161.3 kcal per mole
Net charge: 0

7.
Molecular formula: CH2F3NOS
Method: DFT, wB97M-V/def2-TZVPD

Bonds (Å) are listed after each position.
Cartesian coordinates (Å):
1 C 0.419 1.711 -0.650  O3 1.160, F4 1.355, F5 1.298
2 N -0.299 -2.217 -0.239  S7 1.527, H9 0.993
3 O 1.346 1.235 -0.140  C1 1.160
4 F 0.245 1.524 -1.981  C1 1.355
5 F -0.472 2.594 -0.317  C1 1.298
6 F -1.175 -0.905 2.116  S7 1.841
7 S 0.150 -1.724 1.134  N2 1.527, F6 1.841, H8 1.360
8 H 0.527 -0.418 1.102  S7 1.360
9 H -0.742 -1.800 -1.024  N2 0.993

E_tot: -23592.4915 eV
Molecular weight: 133.1 g mol⁻¹
Highest occupied orbital energy: -10.474 eV
LUMO energy: 0.017 eV
Energy relative to the best compared isomer or geometry (same formula, charge and spin): 47.6 kcal per mole
Net charge: 0

8.
Molecular formula: CH2F3NOS
Method: DFT, wB97M-V/def2-TZVPD

Bonds (Å) are listed after each position.
Cartesian coordinates (Å):
1 C -0.456 1.141 -0.214  F4 1.303, F5 1.335, S7 1.983, H8 1.206
2 N 1.012 -1.426 -0.725  S7 1.529, H9 0.959
3 O 1.386 -0.124 1.346  S7 1.392
4 F -1.142 0.847 -1.281  C1 1.303
5 F 0.591 1.939 -0.441  C1 1.335
6 F -1.372 -1.441 1.486  no bonds
7 S 0.468 -0.512 0.374  C1 1.983, N2 1.529, O3 1.392
8 H -0.994 1.550 0.786  C1 1.206
9 H 0.508 -1.973 -1.330  N2 0.959

Multiplicity: 3
E_tot: -23587.6401 eV
Molecular weight: 133.1 g mol⁻¹
Highest occupied orbital energy (spin up / spin down): -8.608 / -10.935 eV
LUMO energy (spin up / spin down): 0.592 / -4.650 eV
⟨S²⟩: 2.02
Energy relative to the best compared isomer or geometry (same formula, charge and spin): 72.2 kcal per mole
Net charge: 0